Record 1
{
  "formula": "C31H33FeN19O2",
  "method": "the ωB97M-V functional and the def2-TZVPD basis",
  "species": ["Fe", "O", "O", "N", "N", "N", "N", "N", "N", "N", "N", "N", "N", "N", "N", "N", "N", "N", "N", "N", "N", "N", "C", "C", "C", "C", "C", "C", "C", "C", "C", "C", "C", "C", "C", "C", "C", "C", "C", "C", "C", "C", "C", "C", "C", "C", "C", "C", "C", "C", "C", "C", "C", "H", "H", "H", "H", "H", "H", "H", "H", "H", "H", "H", "H", "H", "H", "H", "H", "H", "H", "H", "H", "H", "H", "H", "H", "H", "H", "H", "H", "H", "H", "H", "H", "H"],
  "xyz": [[-1.27893, -0.75232, 1.07348], [-2.30211, -0.36128, 2.78924], [-2.06133, -0.31243, 5.02120], [0.37728, -1.70369, -0.14705], [1.73744, 5.08323, -4.99382], [-3.30059, -2.50241, -1.95151], [-0.00537, 4.16318, -6.03791], [0.18460, 0.01734, 2.31126], [-2.48661, 2.91345, -0.35461], [-2.45713, -1.27495, -0.40738], [-1.01264, 2.17896, 1.04036], [-3.40820, 0.81901, -1.04365], [0.28227, 1.56049, -1.61179], [-1.51218, 3.24059, 0.50898], [-2.51629, -2.52440, -0.93358], [2.23993, -4.02416, 2.54854], [-3.78173, -1.25991, -2.15745], [1.93713, -2.77982, 4.47340], [-1.64388, 1.09832, 0.54055], [-1.15582, -2.67453, 1.65849], [3.89865, -2.59531, 3.27677], [-0.33936, -3.50248, 1.20815], [2.67683, -3.11766, 3.43198], [1.55371, 5.70741, -6.21540], [-0.23562, 2.15993, -3.86767], [0.69943, 0.17609, 4.78123], [-0.35437, 1.33951, -2.75872], [-3.65055, -4.18785, 4.67777], [-1.63541, -0.33766, 3.87313], [-2.54092, 1.59093, -0.29944], [0.45840, 5.14589, -6.88563], [-3.23935, -0.53689, -1.19146], [0.79732, 4.18210, -4.92599], [-2.31892, -4.58015, 4.64353], [1.74111, -3.50421, -1.78757], [0.59990, 3.26869, -3.79291], [-3.31914, -2.82169, 2.72347], [1.09958, -1.28067, -1.18444], [1.86729, 7.18698, -8.04868], [-0.10415, -0.46220, 3.66053], [1.02294, -3.95487, -0.69303], [0.04054, 5.58546, -8.13732], [0.76507, 6.61512, -8.70483], [-1.98777, -3.20693, 2.70204], [-4.14831, -3.32744, 3.71143], [2.14558, -0.30174, 4.90901], [1.06008, 2.63929, -1.53848], [2.27374, 6.74534, -6.80616], [0.37062, -3.01200, 0.08712], [1.79410, -2.13997, -2.02484], [2.29597, -1.72815, 5.43763], [-1.49018, -4.10038, 3.64421], [1.26233, 3.51001, -2.59516], [4.26752, -1.93742, 3.93899], [3.11962, 7.18417, -6.29432], [1.23915, -4.12069, 2.37730], [-0.99677, 0.46351, -2.79272], [-4.29992, -4.55506, 5.46124], [2.24335, -4.20319, -2.44344], [3.31346, -1.92748, 5.78494], [1.64798, -1.87127, 6.30107], [-0.46475, -4.44587, 3.58673], [1.03165, -3.21834, 4.56039], [0.91900, -5.00445, -0.45286], [2.40436, 7.99260, -8.53176], [-1.93128, -5.26395, 5.38734], [-3.68886, -2.14427, 1.96933], [2.68315, -0.19718, 3.95903], [0.47680, 6.99163, -9.67748], [1.90237, 4.37519, -2.49932], [-5.18635, -3.02614, 3.73481], [2.66428, 0.34770, 5.61886], [0.69822, 1.25947, 4.63548], [-0.06144, 1.01348, 2.22059], [1.52099, 2.82889, -0.57557], [-0.78361, 1.90951, -4.76686], [1.09423, -0.21230, -1.34318], [2.80389, -4.20281, 1.73318], [0.15531, -0.00711, 5.71077], [-0.82081, 3.59331, -6.17126], [0.05356, -1.54459, 3.65137], [2.34917, -1.73488, -2.85933], [-0.80896, 5.14730, -8.64473], [1.15535, -0.07571, 2.03424], [4.42309, -2.76361, 2.43729], [-4.01869, 1.29042, -1.68714]],
  "atomic_forces_ev_per_a": [[0.756, -0.759, 0.374], [-0.252, 0.147, -0.215], [-0.006, -0.001, -0.008], [-0.180, 0.054, -0.105], [0.008, -0.011, -0.005], [-0.014, 0.016, -0.031], [0.005, -0.012, -0.007], [-0.220, 0.098, 0.044], [0.001, 0.006, 0.007], [-0.359, 0.020, 0.132], [0.010, -0.001, -0.016], [-0.091, 0.022, 0.108], [0.158, 0.287, -0.282], [-0.016, 0.009, 0.012], [-0.040, 0.007, 0.097], [-0.045, 0.054, -0.063], [0.029, -0.014, -0.023], [0.069, -0.031, -0.012], [0.122, 0.082, -0.077], [-0.216, 0.304, 0.234], [0.012, -0.023, 0.022], [-0.072, -0.039, -0.305], [0.021, -0.017, 0.036], [-0.002, -0.001, 0.001], [-0.028, 0.007, 0.008], [-0.011, 0.034, -0.006], [-0.051, 0.045, 0.016], [-0.006, 0.008, 0.001], [-0.004, -0.091, -0.033], [0.034, -0.010, -0.052], [0.004, 0.000, 0.003], [0.139, -0.013, -0.086], [-0.008, 0.012, 0.003], [0.006, 0.000, -0.006], [0.002, -0.001, 0.005], [0.007, 0.001, 0.001], [-0.023, -0.017, -0.030], [0.058, -0.008, -0.053], [0.002, 0.000, 0.003], [-0.040, 0.002, 0.031], [0.080, 0.064, -0.001], [-0.001, 0.002, -0.003], [-0.003, -0.001, 0.001], [0.079, -0.041, -0.010], [-0.001, 0.003, 0.012], [0.005, 0.044, 0.054], [-0.102, 0.084, -0.025], [-0.001, 0.002, -0.001], [0.109, -0.110, 0.186], [-0.008, -0.060, 0.046], [-0.043, 0.000, -0.043], [0.009, 0.015, 0.031], [-0.060, 0.034, 0.023], [0.001, 0.002, -0.003], [0.001, -0.001, -0.001], [-0.004, -0.041, 0.053], [0.022, -0.026, -0.013], [-0.002, -0.004, -0.002], [-0.004, -0.003, -0.002], [-0.003, 0.021, 0.021], [-0.021, -0.023, -0.020], [0.010, -0.023, -0.030], [-0.011, 0.012, -0.017], [-0.009, 0.003, -0.004], [0.000, 0.000, 0.000], [0.001, 0.003, 0.002], [0.011, 0.007, 0.011], [-0.031, 0.022, -0.016], [0.000, 0.000, 0.000], [0.005, -0.004, -0.001], [-0.001, -0.004, -0.002], [0.032, -0.019, -0.009], [-0.022, -0.001, -0.017], [0.149, 0.038, -0.018], [0.034, -0.030, -0.015], [0.006, -0.003, -0.002], [-0.040, -0.012, 0.053], [0.002, 0.012, -0.001], [0.030, -0.016, 0.014], [-0.013, 0.016, 0.010], [0.022, 0.012, 0.040], [-0.007, 0.008, -0.002], [0.000, 0.000, 0.000], [-0.009, -0.142, -0.004], [0.003, -0.006, 0.003], [0.029, 0.001, -0.026]],
  "lowdin_charge": [0.492, -0.079, 0.040, 0.107, 0.178, -0.096, 0.167, 0.039, 0.038, -0.049, -0.081, 0.150, 0.031, -0.075, -0.068, 0.215, 0.024, 0.103, -0.047, 0.023, 0.219, 0.087, -0.427, -0.227, 0.000, -0.136, -0.131, -0.067, -0.609, -0.470, -0.193, -0.473, -0.277, -0.077, -0.052, -0.136, 0.000, -0.085, -0.098, -0.286, -0.020, -0.025, -0.099, -0.230, -0.036, -0.179, -0.124, -0.019, -0.342, -0.035, -0.145, -0.048, 0.004, 0.110, 0.110, 0.069, 0.112, 0.107, 0.111, 0.118, 0.137, 0.078, 0.135, 0.117, 0.097, 0.102, 0.114, 0.101, 0.098, 0.112, 0.116, 0.119, 0.133, 0.063, 0.106, 0.107, 0.073, 0.117, 0.118, 0.151, 0.108, 0.110, 0.107, 0.099, 0.129, 0.138],
  "max_force_ha_per_bohr": 0.022,
  "charge": 0,
  "homo_energy_ev": [-7.0, -7.1],
  "homo_lumo_gap_ev": [5.726, 5.750]
}

Record 2
{
  "formula": "C38H43FO5S",
  "method": "the ωB97M-V functional and the def2-TZVPD basis",
  "species": ["S", "F", "O", "O", "O", "O", "O", "C", "C", "C", "C", "C", "C", "C", "C", "C", "C", "C", "C", "C", "C", "C", "C", "C", "C", "C", "C", "C", "C", "C", "C", "C", "C", "C", "C", "C", "C", "C", "C", "C", "C", "C", "C", "C", "C", "H", "H", "H", "H", "H", "H", "H", "H", "H", "H", "H", "H", "H", "H", "H", "H", "H", "H", "H", "H", "H", "H", "H", "H", "H", "H", "H", "H", "H", "H", "H", "H", "H", "H", "H", "H", "H", "H", "H", "H", "H", "H", "H"],
  "xyz": [[1.89524, -0.92801, 1.12358], [3.06248, 1.71270, 2.90822], [1.70529, -2.15832, 0.41486], [2.49394, 4.48448, 2.67236], [0.26391, 4.35223, 2.28648], [2.34577, -1.06318, 2.47235], [2.88826, -0.06423, 0.23505], [1.77630, 3.57504, 0.56858], [4.97748, 0.70726, 1.95695], [-3.57381, -3.40983, 1.11049], [-10.70502, -3.23750, 0.07200], [-0.66726, 8.27121, 3.35532], [1.57741, 4.17148, 1.92929], [-10.68579, -0.62108, -0.85592], [-2.89491, 9.15684, 3.53200], [0.35296, -0.05712, 1.13327], [5.19240, -4.84382, -4.08826], [0.58191, 1.44388, 1.42250], [6.05388, -1.01947, -2.03933], [8.37741, -2.52873, -2.17414], [2.97723, 1.36087, 0.52271], [-3.39985, 8.00000, 2.95582], [-9.53852, -2.69205, -0.44454], [-2.53823, 6.97736, 2.58360], [5.41333, -6.86817, -5.36680], [5.99282, -5.81324, -4.67592], [3.81115, -4.92877, -4.19350], [-4.81115, -0.93892, 0.83797], [-5.55334, -2.10419, 0.71372], [-11.86379, -2.47586, 0.11934], [-4.93406, -3.33899, 0.84688], [3.23133, -5.97998, -4.88973], [-9.52776, -1.38389, -0.90714], [-2.83165, -2.24493, 1.23918], [4.03223, -6.95040, -5.47521], [1.61707, 2.03060, 0.48492], [7.21911, -3.08446, -1.65000], [8.37592, -1.21634, -2.62681], [7.21465, -0.46068, -2.55725], [-1.52803, 9.29337, 3.73002], [-11.85423, -1.16831, -0.34549], [-1.17068, 7.10962, 2.78418], [-3.45024, -1.00987, 1.09908], [6.05474, -2.32974, -1.58455], [3.82238, 1.65170, 1.76024], [-5.29366, 0.02403, 0.73173], [0.39882, 8.37835, 3.50942], [9.28296, -3.11869, -2.22999], [6.03788, -7.62627, -5.82147], [2.15433, -6.04362, -4.97543], [3.57991, -7.77158, -6.01595], [-3.56671, 9.95244, 3.82686], [-10.71118, -4.25602, 0.43743], [-2.93310, 6.07395, 2.13566], [7.22187, -4.10628, -1.29317], [-0.25498, -0.47729, 1.91847], [4.25085, 2.64149, 1.61291], [1.00057, 3.97930, -0.07284], [3.18643, -4.17498, -3.73141], [-1.77088, -2.30290, 1.44784], [-0.36259, 1.92879, 1.19488], [-4.46541, 7.89570, 2.79685], [-5.51265, -4.24791, 0.74556], [-3.09101, -4.37220, 1.21567], [0.78256, 1.60208, 2.47331], [0.16084, 3.94941, 3.15229], [9.28021, -0.78288, -3.03353], [5.55481, 1.07716, 2.79644], [-8.63590, -3.28843, -0.48758], [5.14904, -2.76367, -1.17944], [-10.67781, 0.39977, -1.21485], [2.74362, 3.85577, 0.17946], [-12.75854, -0.57514, -0.30965], [4.65309, -0.29330, 2.20414], [-8.61659, -0.95875, -1.30862], [-1.13422, 10.19712, 4.17676], [-0.13229, -0.11268, 0.16873], [-12.77484, -2.90161, 0.51882], [1.22235, 1.85684, -0.51338], [3.54276, 1.76775, -0.30685], [5.14477, -0.43314, -1.98846], [7.21386, 0.56337, -2.90807], [5.62798, 0.69027, 1.08985], [-2.87148, -0.09869, 1.19344], [7.07031, -5.74572, -4.59470], [-0.50260, 6.31226, 2.49618], [-6.61588, -2.04894, 0.51401], [5.64425, -4.02376, -3.54768]],
  "atomic_forces_ev_per_a": [[-0.678, -2.380, 0.203], [-0.288, -0.112, 0.281], [0.145, 0.449, -0.451], [-1.568, -0.518, -1.118], [0.360, -0.881, -0.743], [0.242, 0.850, 0.082], [-0.659, 0.398, 0.139], [-0.723, -0.258, -0.130], [0.086, -0.004, 0.375], [-0.001, -0.023, 0.004], [-0.006, -0.007, 0.003], [-0.014, 0.007, 0.009], [1.889, 0.605, 1.451], [-0.001, 0.009, -0.003], [-0.001, 0.010, -0.001], [0.698, 1.656, -0.039], [-0.013, 0.003, -0.019], [-0.546, -0.385, -0.074], [-0.028, 0.050, 0.016], [0.007, -0.010, 0.001], [0.346, 0.008, 0.610], [-0.020, -0.017, 0.000], [0.038, -0.010, 0.008], [0.004, 0.001, 0.005], [0.009, -0.005, -0.006], [0.007, -0.011, 0.001], [-0.007, 0.000, -0.007], [-0.003, 0.033, -0.010], [-0.030, -0.005, -0.016], [-0.004, -0.002, 0.004], [-0.009, -0.004, -0.003], [-0.014, -0.002, 0.006], [0.019, 0.007, 0.001], [0.023, 0.060, 0.001], [-0.002, -0.006, -0.005], [-0.046, 0.350, 0.023], [0.011, 0.043, 0.043], [0.011, 0.005, -0.007], [-0.006, 0.001, -0.003], [0.009, -0.001, 0.004], [-0.010, 0.006, 0.003], [-0.032, 0.138, 0.002], [0.042, -0.026, 0.004], [0.006, -0.016, 0.085], [0.559, 0.069, -0.500], [-0.007, 0.008, 0.004], [0.010, -0.005, 0.006], [0.013, -0.003, 0.008], [0.005, -0.005, -0.009], [-0.012, -0.006, 0.006], [-0.005, -0.009, -0.005], [-0.006, 0.010, -0.005], [-0.001, -0.013, -0.005], [-0.004, -0.005, -0.008], [-0.012, -0.015, -0.007], [-0.077, -0.451, 0.111], [-0.193, 0.345, 0.049], [-0.061, 0.262, -0.150], [-0.004, 0.009, 0.005], [0.010, -0.038, -0.026], [-0.216, 0.184, 0.123], [-0.009, -0.003, 0.006], [-0.008, -0.011, 0.007], [0.009, -0.009, 0.003], [0.295, 0.005, 0.165], [-0.076, 0.391, 0.603], [0.010, 0.002, -0.005], [0.179, 0.072, 0.147], [0.005, -0.013, -0.006], [-0.012, 0.009, 0.009], [-0.002, 0.008, -0.009], [0.233, 0.236, -0.023], [-0.009, 0.009, 0.005], [-0.130, -0.214, -0.099], [0.007, 0.000, -0.011], [0.004, 0.005, 0.006], [0.021, -0.556, -0.273], [-0.010, -0.002, 0.006], [0.073, -0.162, -0.282], [0.235, -0.205, -0.306], [-0.021, -0.011, 0.005], [-0.001, 0.005, -0.016], [0.039, -0.044, -0.252], [-0.008, 0.012, 0.015], [0.011, 0.004, 0.005], [-0.059, 0.124, 0.014], [-0.012, 0.007, 0.010], [-0.007, -0.007, -0.047]],
  "lowdin_charge": [0.614, 0.015, -0.269, 0.119, 0.059, -0.243, -0.179, -0.034, -0.008, -0.088, -0.095, -0.090, -0.474, -0.097, -0.100, -0.193, -0.087, -0.167, -0.095, -0.093, -0.236, -0.100, -0.104, -0.094, -0.100, -0.093, -0.089, -0.093, -0.091, -0.097, -0.090, -0.099, -0.101, -0.092, -0.101, -0.245, -0.108, -0.096, -0.096, -0.098, -0.097, -0.090, -0.099, -0.106, -0.340, 0.101, 0.101, 0.101, 0.098, 0.099, 0.098, 0.099, 0.100, 0.099, 0.107, 0.101, 0.145, 0.133, 0.101, 0.091, 0.123, 0.099, 0.101, 0.104, 0.117, 0.129, 0.100, 0.091, 0.093, 0.109, 0.100, 0.128, 0.100, 0.073, 0.098, 0.099, 0.115, 0.100, 0.154, 0.160, 0.094, 0.098, 0.091, 0.089, 0.099, 0.068, 0.084, 0.071],
  "max_force_ha_per_bohr": 0.048,
  "charge": 0,
  "homo_energy_ev": -9.2,
  "homo_lumo_gap_ev": 9.348
}